1.
A single C5H7NO molecule at a distorted geometry. Source: OMol25; level of theory: ωB97M-V with the def2-TZVPD basis set.

net charge = 0
orbital gap (alpha / beta) = 7.3 / 7.3 eV
calculated total energy = -8834.4926 eV

Element x y z (Å)
1 C 0.7712 -0.9419 0.3442
2 C 1.0108 1.4150 0.1794
3 C 1.6199 0.1214 0.5215
4 C -0.3320 1.0008 -0.2045
5 C -1.6362 -1.0571 -0.4172
6 N -0.4775 -0.2805 -0.1221
7 O 0.7943 -2.1561 0.4516
8 H 0.9952 2.1317 1.0052
9 H 1.5137 1.9182 -0.6524
10 H 2.6283 0.0225 0.8725
11 H -1.1261 1.6520 -0.5353
12 H -1.3086 -1.9560 -0.9438
13 H -2.1043 -1.3808 0.5144
14 H -2.3487 -0.4890 -1.0137

Results of the Mulliken charge analysis, in e, for atoms 1 through 6:
1 C 0.26
2 C -0.34
3 C -0.74
4 C -0.21
5 C -0.85
6 N 0.25

2.
A single C4H8O4 molecule at a distorted geometry. Source: OMol25; level of theory: ωB97M-V with the def2-TZVPD basis set.

net charge = 0
orbital gap (alpha / beta) = 7.4 / 7.4 eV
calculated total energy = -12461.9735 eV

Element x y z (Å)
1 C -1.3544 0.2091 -0.4349
2 C 1.0443 0.2407 -0.1844
3 C 1.4794 -0.6640 -1.3359
4 C -0.2823 -0.2702 0.5077
5 O -0.6128 0.8341 1.6453
6 O -1.2713 0.1610 2.7098
7 O -1.7979 1.4141 -0.6090
8 O -0.4851 -1.4524 0.9009
9 H -1.0406 -0.7799 2.4880
10 H -1.2276 2.0502 -0.1343
11 H -2.0332 -0.5534 -0.8152
12 H 1.7726 0.1980 0.6281
13 H 1.0364 1.2964 -0.4748
14 H 2.4888 -0.4143 -1.6646
15 H 1.4638 -1.7085 -1.0243
16 H 0.8199 -0.5610 -2.2023

Results of the Mulliken charge analysis, in e, for atoms 1 through 6:
1 C -0.19
2 C -0.43
3 C -1.11
4 C 0.84
5 O -0.32
6 O -0.38

3.
A molecular structure, C2LiN2OSe at a distorted geometry. Source: OMol25; level of theory: ωB97M-V with the def2-TZVPD basis set.

net charge = -1
orbital gap = 8.2 eV
calculated total energy = -72656.7095 eV

Element x y z (Å)
1 Li 0.4181 0.1759 -0.0273
2 Se -1.8117 -0.7624 0.1036
3 C -3.4424 -1.4487 0.2124
4 N -4.5037 -1.8952 0.2828
5 O 4.1983 1.7667 -0.2558
6 C 3.1122 1.3097 -0.1905
7 N 2.0292 0.8539 -0.1252

Results of the Mulliken charge analysis, in e, for atoms 1 through 6:
1 Li 1.08
2 Se -0.58
3 C 0.05
4 N -0.57
5 O -0.63
6 C 0.62

4.
9 unconnected molecules or ions with the total composition C29H82N8O11 at a distorted geometry. Source: OMol25; level of theory: ωB97M-V with the def2-TZVPD basis set.

net charge = 0
orbital gap = 8.8 eV
calculated total energy = -65839.0505 eV
structure (SMILES) = COC[C@H](C)N.COC[C@H](C)N.COC[C@H](C)N.COC[C@H](C)N.COC[C@H](C)N.COC[C@H](C)N.NC(N)=O.OCCO.OCCO

Element x y z (Å)
1 C -0.1902 -5.0190 3.8185
2 O -1.3319 -5.0234 3.0766
3 C -1.3862 -5.6641 1.8593
4 C -0.3159 -5.2577 0.8470
5 C -0.3959 -3.7460 0.5569
6 N -0.5329 -6.0891 -0.4051
7 H -0.4459 -4.2316 4.5276
8 H 0.6713 -4.6720 3.2479
9 H -0.0647 -6.0272 4.2133
10 H -1.4117 -6.7458 1.9917
11 H -2.3817 -5.4005 1.5022
12 H 0.6385 -5.5712 1.2697
13 H -1.4294 -3.5119 0.3016
14 H 0.0877 -3.5462 -0.3993
15 H 0.0985 -3.1570 1.3295
16 H 0.0047 -5.7118 -1.1724
17 H -1.4094 -5.7946 -0.8115
18 C 0.9072 -2.5179 -5.2500
19 O -0.4008 -2.7473 -4.6005
20 C -1.2812 -1.6426 -4.4480
21 C -2.6351 -1.8936 -3.6999
22 C -2.4007 -2.4709 -2.2927
23 N -3.3998 -2.9078 -4.4118
24 H 1.4908 -3.4365 -5.3110
25 H 1.5597 -1.8340 -4.7071
26 H 0.8301 -2.2133 -6.2937
27 H -0.6188 -1.0362 -3.8302
28 H -1.4145 -1.1906 -5.4309
29 H -3.2763 -1.0127 -3.6709
30 H -2.0344 -3.4975 -2.3026
31 H -3.3037 -2.5663 -1.6898
32 H -1.6731 -1.8163 -1.8128
33 H -2.7846 -3.5607 -4.8759
34 H -3.6667 -2.4043 -5.2457
35 C -0.9170 -1.8275 5.6104
36 O -0.5822 -0.5854 4.9795
37 C -1.5708 0.4424 5.1395
38 C -2.8687 0.1006 4.3496
39 C -2.5027 -0.0428 2.9073
40 N -4.0269 0.9869 4.5231
41 H -1.5831 -2.3269 4.9068
42 H -1.3870 -1.7166 6.5876
43 H -0.0426 -2.4575 5.7732
44 H -1.8223 0.5191 6.1973
45 H -1.1857 1.4061 4.8063
46 H -3.0746 -0.8923 4.7495
47 H -3.2618 -0.5049 2.2762
48 H -1.5985 -0.6156 2.7011
49 H -2.2724 0.9403 2.4969
50 H -3.7736 1.8793 4.1236
51 H -4.2470 1.1863 5.4885
52 C 1.7420 2.2527 -6.5907
53 O 0.9027 2.7228 -5.5961
54 C -0.3822 2.1345 -5.5120
55 C -1.1910 2.9851 -4.4452
56 C -2.5974 2.6026 -4.2364
57 N -1.1900 4.3526 -5.0085
58 H 2.5279 3.0063 -6.6400
59 H 1.3003 2.2125 -7.5864
60 H 2.2555 1.2961 -6.4940
61 H -0.7909 2.2558 -6.5152
62 H -0.3199 1.0570 -5.3595
63 H -0.6103 2.9356 -3.5241
64 H -2.7928 1.5946 -3.8704
65 H -3.1797 2.5941 -5.1578
66 H -3.0113 3.2587 -3.4707
67 H -0.2566 4.6207 -5.2861
68 H -1.6228 4.4325 -5.9176
69 C 7.0528 1.8891 1.0436
70 O 5.7197 1.8400 1.4376
71 C 4.8271 1.3865 0.4697
72 C 4.4886 2.4068 -0.7147
73 C 3.9155 3.6536 -0.1600
74 N 3.7064 1.6735 -1.7080
75 H 7.6919 2.2688 1.8408
76 H 7.2296 2.4729 0.1402
77 H 7.3335 0.8417 0.9330
78 H 5.3602 0.5149 0.0899
79 H 3.9273 0.9834 0.9343
80 H 5.4556 2.7008 -1.1227
81 H 3.7286 4.2132 -1.0765
82 H 4.6155 4.2115 0.4619
83 H 3.0193 3.6268 0.4598
84 H 4.2214 0.8053 -1.7399
85 H 2.7926 1.4066 -1.3707
86 C 3.2349 -3.5037 2.7247
87 O 2.1570 -3.0185 3.4824
88 C 2.3323 -1.6828 3.8933
89 C 2.1526 -0.6618 2.8261
90 C 2.4832 0.7765 3.1771
91 N 0.7652 -0.5695 2.4137
92 H 4.1753 -3.1167 3.1171
93 H 3.1326 -3.4594 1.6404
94 H 3.1997 -4.5730 2.9333
95 H 1.6907 -1.6103 4.7715
96 H 3.2658 -1.5977 4.4496
97 H 2.7328 -0.8824 1.9301
98 H 3.4847 0.7871 3.6072
99 H 1.8567 1.1041 4.0067
100 H 2.1417 1.5781 2.5220
101 H 0.2585 -0.4794 3.2828
102 H 0.4369 -1.4568 2.0601
103 N -3.9340 2.5653 -0.3087
104 C -4.6931 3.3231 -1.0433
105 N -5.7829 2.7112 -1.2927
106 O -4.4502 4.4720 -1.4194
107 H -4.2919 1.6627 -0.0307
108 H -3.0472 2.9401 -0.0035
109 H -5.9596 1.8753 -0.7542
110 H -6.3752 3.2145 -1.9377
111 O 1.5013 0.6247 -0.3942
112 C 0.6192 0.3028 -1.4179
113 C -0.7508 1.0383 -1.3314
114 O -1.3618 0.7691 -0.1146
115 H 1.0807 0.0999 0.2908
116 H 1.0995 0.4953 -2.3772
117 H 0.5166 -0.7783 -1.3240
118 H -1.3552 0.7929 -2.2047
119 H -0.5831 2.1136 -1.3914
120 H -1.4987 1.6243 0.2995
121 O -1.6216 3.6633 0.9642
122 C -0.2382 3.5575 1.3599
123 C -0.1318 3.3072 2.8367
124 O -0.5607 4.4026 3.5536
125 H -1.9125 4.4707 1.3945
126 H 0.2794 2.7239 0.8854
127 H 0.2042 4.5154 1.0862
128 H 0.9023 3.1046 3.1152
129 H -0.8920 2.5332 2.9425
130 H -1.5189 4.4574 3.5747

Results of the Mulliken charge analysis, in e, for atoms 1 through 6:
1 C 0.20
2 O -0.30
3 C -1.03
4 C 0.38
5 C 0.35
6 N -0.88

5.
A single C7H11NO3S molecule at a distorted geometry. Source: OMol25; level of theory: ωB97M-V with the def2-TZVPD basis set.

2S+1 = 3
net charge = 0
orbital gap (alpha / beta) = 4.6 / 7.1 eV
calculated total energy = -25896.7650 eV
⟨S²⟩ = 2.0070

Element x y z (Å)
1 C -2.2107 0.4129 -1.7210
2 C 0.6970 -1.6409 1.2619
3 C -0.2532 1.2066 -0.3517
4 C 0.3882 -1.3636 0.0295
5 C -1.3466 1.5679 -1.3747
6 C -0.7774 2.2078 -2.6417
7 C 1.9555 -1.2589 3.3922
8 N -2.7731 -0.5545 -1.8609
9 O 0.2705 -2.6750 1.9944
10 O 0.6703 -0.3728 -2.3289
11 O 1.4024 -0.7546 2.1025
12 S 0.9743 0.0373 -0.9440
13 H 0.3555 2.1843 -0.4647
14 H -0.5315 0.8345 0.6434
15 H -0.2504 -1.9063 -0.6747
16 H -2.1073 2.2112 -0.9895
17 H -1.6078 2.6556 -3.1683
18 H -0.3947 1.2981 -3.2148
19 H -0.1181 2.9518 -2.4269
20 H 1.1006 -1.1399 4.1158
21 H 2.5964 -0.4884 3.6679
22 H 2.4420 -2.3385 3.3635
23 H -0.4818 -3.0747 1.5906

Results of the Mulliken charge analysis, in e, for atoms 1 through 6:
1 C -0.03
2 C 1.04
3 C -0.72
4 C -0.88
5 C 0.38
6 C -1.44

6.
A molecular structure, C11H15AuClCrNO3S at a distorted geometry. Source: OMol25; level of theory: ωB97M-V with the def2-TZVPD basis set.

2S+1 = 6
net charge = -1
orbital gap (alpha / beta) = 5.9 / 6.4 eV
calculated total energy = -74748.8440 eV
⟨S²⟩ = 8.9988

Element x y z (Å)
1 Cr 0.3992 -0.7164 -3.1162
2 Cl 1.4894 1.0941 -1.8580
3 C -0.8455 -0.0633 -4.9047
4 C 2.2351 -0.7587 -4.4093
5 H -0.6758 -0.5902 -5.8761
6 H -1.9612 -0.1752 -4.8049
7 H -0.7038 0.9986 -5.2005
8 H 2.1853 -1.2713 -5.3916
9 H 3.1157 -1.2709 -3.9385
10 H 2.6238 0.2392 -4.6830
11 Au -0.2880 0.3301 -0.3191
12 C -1.7295 1.9091 -0.7421
13 C 0.1763 -1.6155 -0.7168
14 H -2.1671 1.7731 -1.7419
15 H -2.4657 1.6125 0.0151
16 H -1.2721 2.9008 -0.5935
17 H 0.7818 -2.1342 0.0749
18 H -0.4186 -2.1805 -1.4474
19 O 1.3476 -1.1982 2.2663
20 C 0.7761 -0.1699 2.6329
21 N 0.0396 0.6583 1.7867
22 S -0.9505 1.8665 2.4560
23 O -0.5852 3.2194 2.0986
24 O -2.3191 1.4287 2.3895
25 C -0.2052 1.5690 4.0177
26 C -0.4644 2.2738 5.1807
27 C 0.2254 1.9179 6.3424
28 C 1.1422 0.8567 6.3413
29 C 1.2866 0.0889 5.1800
30 C 0.6390 0.4688 4.0030
31 H -1.2020 3.0595 5.1336
32 H 0.1509 2.5063 7.2433
33 H 1.7150 0.5916 7.2406
34 H 1.9333 -0.7886 5.1145

Results of the Mulliken charge analysis, in e, for atoms 1 through 6:
1 Cr 0.20
2 Cl -0.45
3 C -1.18
4 C -1.09
5 H 0.33
6 H 0.35

Which formula does entry 5 have?
C7H11NO3S